C30H39FeN9O3S3 | ωB97M-V with the def2-TZVPD basis set

Results
HOMO level (spin up / spin down): -9.5 / -9.4 eV
largest force on an atom: 3.945 eV/A
E_tot: -4343.15476 Ha
frontier orbital gap (spin up / spin down): 5.49 / 4.98 eV
energy above the lowest of the compared OMol25 structures with the same formula, charge and spin: 136.25 kJ/mol

ORCA input file:
```
! RIJCOSX wB97M-V def2-TZVPD def2/J DEFGRID3
* xyz 1 2
Fe 1.168 0.946 0.946
O -1.050 -3.510 2.488
C -0.058 -4.015 1.735
C -0.037 -5.390 1.515
C 0.970 -5.967 0.770
C 1.982 -5.187 0.215
C 1.963 -3.825 0.404
C 0.945 -3.212 1.146
C 0.937 -1.762 1.283
O 1.527 -0.989 0.431
N 0.345 -1.237 2.365
N 0.558 0.057 2.397
C 0.242 0.897 3.338
C 0.794 2.206 3.308
C 0.557 3.129 4.344
C 1.140 4.371 4.302
C 1.968 4.693 3.223
C 2.154 3.741 2.245
N 1.594 2.537 2.259
H -0.863 -2.571 2.670
H -0.819 -5.989 1.959
H 0.979 -7.038 0.624
H 2.781 -5.642 -0.350
H 2.753 -3.204 0.005
H -0.418 0.596 4.146
H -0.076 2.828 5.167
H 0.978 5.091 5.091
H 2.452 5.655 3.154
H 2.803 3.964 1.404
N 3.204 0.471 1.744
C 4.435 0.132 0.997
C 4.957 1.332 0.201
C 4.441 1.402 -1.242
C 2.955 1.116 -1.395
N 2.121 1.973 -0.515
H 3.430 1.196 2.417
H 2.951 -0.352 2.286
H 4.208 -0.701 0.331
H 5.210 -0.198 1.693
H 6.044 1.281 0.159
H 4.704 2.246 0.750
H 4.975 0.664 -1.842
H 4.680 2.386 -1.655
H 2.754 0.080 -1.137
H 2.670 1.255 -2.438
H 1.442 2.473 -1.080
H 2.722 2.676 -0.095
S 0.369 -4.624 -3.688
C -0.174 -3.144 -3.175
S 0.918 -2.032 -2.406
C -0.444 -0.980 -2.014
N -1.555 -1.441 -2.473
N -1.435 -2.621 -3.131
C -2.635 -3.140 -3.711
C -3.839 -2.533 -3.347
C -5.032 -2.970 -3.894
C -5.043 -4.017 -4.801
C -3.849 -4.610 -5.172
C -2.644 -4.177 -4.640
S -0.304 0.479 -1.136
H -3.820 -1.718 -2.642
H -5.957 -2.486 -3.614
H -5.976 -4.367 -5.221
H -3.846 -5.413 -5.896
H -1.729 -4.640 -4.958
C -0.800 4.637 -0.024
N -1.929 3.733 0.076
C -3.227 4.386 0.102
C -1.716 2.468 0.516
O -0.588 2.137 0.953
N -2.770 1.610 0.474
C -2.707 0.381 1.243
C -3.627 1.523 -0.702
H -0.715 5.264 0.869
H -0.923 5.274 -0.899
H 0.109 4.050 -0.117
H -3.169 5.265 0.748
H -3.985 3.720 0.500
H -3.520 4.715 -0.896
H -2.077 0.531 2.115
H -2.309 -0.451 0.654
H -3.715 0.129 1.571
H -3.378 2.303 -1.415
H -4.679 1.593 -0.421
H -3.456 0.559 -1.189
*
```

For reference, the Löwdin charges in units of e are: Fe 0.53; O 0.07; C -0.25; C 0.00; C -0.05; C -0.07; C -0.04; C -0.09; C -0.36; O -0.17; N 0.10; N -0.13; C -0.04; C -0.24; C 0.02; C -0.03; C -0.03; C -0.11; N 0.03; H 0.07; H 0.12; H 0.11; H 0.11; H 0.11; H 0.15; H 0.13; H 0.12; H 0.12; H 0.11; N 0.03; C -0.19; C -0.18; C -0.18; C -0.23; N -0.04; H 0.10; H 0.10; H 0.12; H 0.12; H 0.12; H 0.10; H 0.12; H 0.12; H 0.07; H 0.13; H 0.07; H 0.07; S 0.62; C -1.06; S 0.99; C -0.97; N 0.01; N -0.12; C -0.18; C -0.03; C -0.08; C -0.09; C -0.07; C -0.04; S 0.87; H 0.09; H 0.10; H 0.10; H 0.11; H 0.03; C -0.02; N -0.12; C -0.03; C -0.52; O -0.14; N -0.15; C -0.04; C -0.05; H 0.10; H 0.10; H 0.06; H 0.10; H 0.09; H 0.10; H 0.07; H 0.07; H 0.10; H 0.09; H 0.10; H 0.08

C30H40AsCl3N3OSi3Ti | ωB97M-V with the def2-TZVPD basis set

Results
HOMO level (spin up / spin down): -13.3 / -13.4 eV
largest force on an atom: 4.442 eV/A
E_tot: -6740.67207 Ha
frontier orbital gap (spin up / spin down): 6.39 / 6.31 eV
energy above the lowest of the compared OMol25 structures with the same formula, charge and spin: 121.69 kJ/mol

ORCA input file:
```
! RIJCOSX wB97M-V def2-TZVPD def2/J DEFGRID3
* xyz 2 2
Ti 0.054 -1.056 -0.150
C -4.119 -1.684 -1.374
C -4.724 -1.558 -0.121
C -3.923 -1.445 0.995
C -2.535 -1.479 0.847
N -1.949 -1.424 -0.403
C -2.749 -1.574 -1.468
C -1.608 -1.936 1.859
C -1.841 -2.410 3.153
C -0.943 -3.316 3.694
C 0.066 -3.871 2.899
C 0.287 -3.326 1.647
N -0.435 -2.258 1.244
C 1.111 -3.835 0.550
C 1.863 -5.007 0.586
C 2.493 -5.425 -0.574
C 2.351 -4.672 -1.735
C 1.580 -3.522 -1.692
N 0.970 -3.110 -0.585
H -4.711 -1.850 -2.257
H -5.795 -1.591 -0.025
H -4.352 -1.387 1.981
H -2.256 -1.628 -2.432
H -2.723 -2.124 3.700
H -1.084 -3.681 4.697
H 0.613 -4.729 3.252
H 1.940 -5.576 1.499
H 3.082 -6.329 -0.578
H 2.830 -4.972 -2.653
H 1.432 -2.911 -2.579
Cl 6.827 -2.280 1.027
C 5.293 -1.753 0.474
C 4.298 -1.438 1.396
C 3.071 -1.020 0.923
Cl 1.764 -0.628 1.977
C 2.780 -0.893 -0.442
O 1.582 -0.520 -0.843
C 3.818 -1.203 -1.339
Cl 3.492 -1.023 -3.024
C 5.050 -1.641 -0.891
H 4.489 -1.519 2.456
H 5.821 -1.889 -1.602
C -3.594 1.787 1.873
Si -2.037 2.774 1.367
C -1.074 3.199 2.968
C -2.549 4.218 0.227
As -0.414 1.379 0.121
Si 1.527 2.934 0.015
C 1.047 4.790 0.108
C 2.655 2.526 1.515
C 2.459 2.644 -1.627
Si -1.179 1.567 -2.149
C -3.094 1.379 -2.141
C -0.799 3.204 -3.066
C -0.319 0.112 -3.072
H -4.318 2.459 2.322
H -3.360 1.022 2.608
H -4.081 1.317 1.023
H -1.670 3.798 3.651
H -0.160 3.747 2.757
H -0.799 2.283 3.493
H -2.965 5.044 0.795
H -3.315 3.892 -0.470
H -1.710 4.594 -0.349
H 0.356 5.014 0.913
H 0.615 5.159 -0.816
H 1.947 5.373 0.278
H 2.086 2.181 2.377
H 3.209 3.409 1.820
H 3.392 1.767 1.261
H 2.010 3.192 -2.447
H 2.490 1.593 -1.899
H 3.484 2.991 -1.542
H -3.469 1.032 -1.180
H -3.446 0.701 -2.913
H -3.564 2.336 -2.341
H -1.716 3.696 -3.373
H -0.216 3.030 -3.966
H -0.251 3.898 -2.436
H -0.237 -0.800 -2.452
H 0.693 0.398 -3.355
H -0.845 -0.147 -3.990
*
```

For reference, the Löwdin charges in units of e are: Ti 0.61; C -0.01; C 0.00; C 0.01; C -0.19; N -0.02; C -0.11; C -0.17; C 0.05; C 0.02; C 0.05; C -0.20; N -0.09; C -0.18; C 0.04; C 0.00; C 0.00; C -0.10; N 0.06; H 0.13; H 0.13; H 0.13; H 0.12; H 0.13; H 0.13; H 0.13; H 0.12; H 0.13; H 0.13; H 0.11; Cl 0.75; C -0.66; C -0.09; C -0.53; Cl 0.88; C -0.45; O -0.35; C -0.57; Cl 0.79; C -0.09; H 0.12; H 0.12; C -0.20; Si 0.43; C -0.21; C -0.18; As 0.84; Si 0.45; C -0.19; C -0.22; C -0.18; Si 0.41; C -0.20; C -0.18; C -0.20; H 0.04; H 0.02; H 0.00; H 0.04; H 0.01; H 0.03; H 0.04; H 0.02; H 0.00; H 0.01; H 0.02; H 0.04; H 0.00; H 0.04; H 0.01; H 0.02; H -0.01; H 0.05; H 0.00; H 0.03; H 0.03; H 0.04; H 0.04; H -0.01; H -0.02; H 0.03; H 0.05

C30H40BClN6O6PRuS | ωB97M-V with the def2-TZVPD basis set

Results
HOMO level (spin up / spin down): -10.6 / -11.5 eV
largest force on an atom: 1.479 eV/A
E_tot: -3266.07238 Ha
frontier orbital gap (spin up / spin down): 7.24 / 6.42 eV

ORCA input file:
```
! RIJCOSX wB97M-V def2-TZVPD def2/J DEFGRID3
* xyz 1 5
Ru 0.100 0.093 -0.039
O -1.013 -0.387 4.244
S -0.991 0.705 3.293
O -2.097 0.589 2.171
N 0.383 0.103 1.925
C 1.648 -0.023 2.331
C 2.088 -0.154 3.667
C 3.450 -0.232 3.955
C 4.397 -0.187 2.957
C 4.007 -0.060 1.592
C 4.920 -0.004 0.518
C 4.455 0.115 -0.765
C 3.077 0.196 -0.988
N 2.209 0.159 0.006
C 2.651 0.017 1.285
C -1.827 2.102 4.171
C -2.333 3.192 3.479
C -2.671 4.331 4.196
C -2.461 4.381 5.569
C -1.940 3.283 6.242
C -1.595 2.136 5.540
H 1.356 -0.246 4.458
H 3.763 -0.344 4.984
H 5.451 -0.258 3.195
H 5.983 -0.059 0.721
H 5.129 0.152 -1.609
H 2.680 0.293 -1.991
H -2.495 3.149 2.410
H -3.095 5.183 3.679
H -2.696 5.286 6.115
H -1.791 3.323 7.313
H -1.189 1.269 6.046
B 0.209 2.567 -2.716
N 0.411 1.046 -2.976
C 0.736 0.594 -4.194
C 0.768 -0.785 -4.166
C 0.445 -1.108 -2.856
N 0.223 0.004 -2.139
N 0.086 2.909 -1.186
C 0.107 4.174 -0.783
C 0.091 4.226 0.607
C 0.058 2.910 0.991
N 0.035 2.102 -0.100
H -0.801 2.946 -3.268
H 1.190 3.141 -3.127
H 0.923 1.289 -4.998
H 0.993 -1.463 -4.972
H 0.368 -2.089 -2.426
H 0.140 4.969 -1.513
H 0.113 5.098 1.239
H 0.059 2.512 1.986
C -3.431 2.283 -0.178
C -3.813 0.882 0.334
C -4.668 1.002 1.606
P -2.298 -0.150 0.601
C -2.767 -0.973 -1.981
C -3.987 -1.820 -2.158
C -2.699 0.269 -2.806
C -2.746 -1.889 1.041
C -4.246 -2.203 1.138
C -2.040 -2.399 2.295
H -4.232 2.983 0.068
H -3.281 2.315 -1.254
H -2.517 2.649 0.297
H -4.383 0.356 -0.432
H -4.310 1.817 2.232
H -4.677 0.106 2.219
H -5.695 1.221 1.310
H -1.851 -1.547 -1.894
H -4.917 -1.273 -1.983
H -3.971 -2.723 -1.549
H -4.016 -2.145 -3.208
H -3.693 0.689 -2.977
H -2.272 0.020 -3.787
H -2.059 1.038 -2.381
H -2.336 -2.435 0.189
H -4.633 -1.977 2.131
H -4.373 -3.277 0.986
H -4.860 -1.689 0.402
H -2.460 -1.950 3.194
H -0.967 -2.219 2.287
H -2.183 -3.480 2.347
O 1.641 -3.473 -1.012
Cl 0.456 -3.338 -0.227
O 0.430 -4.215 0.890
O -0.732 -3.450 -1.032
O 0.475 -1.939 0.368
*
```

For reference, the Löwdin charges in units of e are: Ru 1.26; O -0.35; S 0.89; O -0.55; N -0.15; C -0.27; C 0.04; C -0.04; C 0.02; C -0.13; C 0.04; C 0.00; C -0.05; N 0.01; C -0.14; C -0.27; C -0.09; C -0.06; C -0.06; C -0.06; C -0.06; H 0.11; H 0.12; H 0.13; H 0.13; H 0.12; H 0.12; H 0.08; H 0.11; H 0.11; H 0.11; H 0.11; B -0.40; N -0.09; C -0.08; C -0.02; C -0.15; N -0.11; N -0.04; C -0.05; C -0.02; C -0.15; N -0.11; H 0.08; H 0.08; H 0.13; H 0.11; H 0.07; H 0.14; H 0.11; H 0.07; C -0.08; C -0.47; C -0.08; P 1.05; C -0.25; C -0.10; C -0.11; C -0.49; C -0.09; C -0.10; H 0.09; H 0.06; H 0.04; H 0.09; H 0.06; H 0.06; H 0.10; H 0.04; H 0.08; H 0.07; H 0.10; H 0.09; H 0.10; H 0.03; H 0.06; H 0.08; H 0.10; H 0.06; H 0.07; H 0.05; H 0.10; O -0.28; Cl 0.72; O -0.26; O -0.32; O -0.50

Question: Look up the E_tot of the first one.
Answer: -4343.15476 Ha